No. 1
{"formula": "C5H7NO2", "method": "the ωB97M-V functional and the def2-TZVPD basis", "largest_force_ev_per_a": 5.398, "orbital_gap_ev": 7.501, "e_lumo_ha": -0.05164, "e_tot_ev": -10875.2756, "symbols": ["C", "C", "C", "C", "C", "H", "H", "H", "H", "H", "H", "H", "N", "O", "O"], "positions_angstrom": [[-0.60865, 0.69285, 0.29054], [0.37125, 0.09697, 1.27295], [0.29900, -1.23228, 0.36551], [-1.15565, -0.76890, 0.03867], [0.91169, -0.48408, -0.74780], [-0.38796, 2.83942, -1.53240], [-1.13969, 1.58842, 0.51781], [1.54981, 0.33470, 1.13433], [-0.04158, -0.21417, 2.30200], [0.65535, -2.27137, 0.62599], [-1.27995, -0.93239, -1.20107], [-1.84696, -1.38362, 0.69186], [0.09121, 0.73171, -0.91955], [0.88485, 1.84242, -1.23976], [1.69729, -0.83969, -1.59908]]}



No. 2
{"formula": "C13H18FNO5", "method": "the ωB97M-V functional and the def2-TZVPD basis", "largest_force_ev_per_a": 5.146, "orbital_gap_ev": 3.152, "e_lumo_ha": -0.11026, "e_tot_ev": -28209.5809, "symbols": ["C", "C", "O", "C", "C", "N", "C", "C", "C", "C", "O", "O", "C", "C", "C", "C", "C", "O", "O", "H", "H", "H", "H", "H", "H", "H", "H", "H", "H", "H", "H", "H", "H", "H", "H", "H", "H", "F"], "positions_angstrom": [[2.08126, 1.44943, -0.09790], [2.35518, 0.62370, -1.44594], [1.86188, 1.32226, -2.62993], [1.82137, -0.89658, -1.44684], [1.40490, -1.31585, 0.03288], [2.48910, -1.58626, 0.95970], [2.30180, -1.98814, 2.32783], [0.88413, -2.16256, 2.90198], [-0.33826, -1.85612, 1.95078], [-1.78173, -2.05587, 2.59293], [-2.55039, -2.97431, 2.24205], [-2.15845, -1.13155, 3.62035], [-0.08590, -1.41825, 0.45554], [-1.34688, -1.16123, -0.48350], [-1.26135, 0.16613, -1.38705], [-2.58605, 1.09966, -1.31513], [-2.07247, 2.60267, -1.08931], [-1.62908, 3.23776, -2.08288], [-2.07060, 3.18006, 0.21757], [1.01249, 1.39203, 0.29777], [2.78278, 1.16120, 0.76748], [2.27133, 2.56636, -0.33420], [3.50855, 0.56772, -1.55860], [2.42523, 2.12096, -2.78728], [2.70962, -1.56933, -1.76298], [0.99648, -1.03616, -2.22315], [3.47217, -1.51847, 0.62913], [3.20502, -2.20702, 3.00130], [0.75737, -2.51467, 3.98521], [-2.18704, -0.24164, 3.17894], [-2.28508, -1.03906, 0.18499], [-1.55883, -2.09249, -1.12467], [-1.19703, -0.19434, -2.48639], [-0.30124, 0.78456, -1.22687], [-3.08652, 1.08883, -2.35405], [-3.36280, 0.74058, -0.56269], [-1.83532, 4.12549, 0.08178], [-4.64565, 2.73051, -1.02883]]}